A molecular structure, C41H115B5F6FeN6O15S2Zn, computed with the ωB97M-V functional and the def2-TZVPD basis.

```
192
Properties=species:S:1:pos:R:3:forces:R:3:mulliken_spin:R:1
Fe 1.8804 -5.4669 -0.0905 -2.3 0.4 1.9 3.716
Zn 1.1379 -1.4072 0.9064 -1.0 0.7 2.8 -0.024
B -0.4337 -1.4552 2.4102 -0.1 0.5 0.7 -0.001
H 0.0202 -1.5355 3.3858 1.9 -0.8 3.0 -0.001
H -1.5057 -1.4427 2.5329 -3.6 -0.2 0.0 0.000
H -0.1790 -0.4799 2.0253 1.0 4.1 -1.6 -0.001
H -0.1516 -2.2237 1.7074 0.4 -3.9 -2.6 0.011
B -1.2725 -4.0016 4.3012 0.0 -0.1 -0.1 0.006
H -0.5674 -3.3916 4.8443 2.6 2.4 2.3 0.000
H -2.1756 -3.4327 4.1432 -3.4 2.1 -0.8 -0.001
H -0.7570 -4.2647 3.3905 1.7 -1.2 -3.9 0.005
H -1.5090 -4.8888 4.8678 -1.0 -4.0 2.5 0.000
B 0.6056 -0.4618 -0.7632 -0.4 1.1 -1.4 0.018
H 0.2420 0.2185 -0.0087 -1.4 2.5 2.4 0.000
H 0.4076 -0.0635 -1.7463 -0.5 1.1 -3.5 0.000
H 1.6583 -0.6717 -0.6536 4.5 0.2 -0.4 -0.004
H 0.2251 -1.4587 -0.6031 -2.8 -3.8 -0.3 0.004
B 0.3125 -5.8957 1.3798 0.0 0.2 0.8 0.015
H -0.6536 -6.1651 1.7777 -3.2 -1.1 1.1 0.003
H 0.2366 -4.9858 0.8049 -0.6 3.3 -2.6 0.062
H 0.9405 -5.5782 2.1977 2.7 0.7 3.2 0.025
H 0.7173 -6.7329 0.8325 2.2 -3.8 -2.8 0.010
B 2.2008 -3.2423 0.5635 0.5 -0.2 -0.4 0.061
H 1.4971 -3.6290 -0.1572 -2.7 -0.8 -3.0 0.017
H 2.8683 -4.0367 0.8594 3.1 -3.1 1.6 -0.038
H 2.7676 -2.3978 0.2033 2.5 2.5 -2.0 0.010
H 1.6476 -2.9398 1.4391 -1.5 -0.3 3.4 0.000
C -2.1027 2.0006 4.0309 3.1 -3.2 1.0 0.000
F -1.7369 3.0434 3.3389 -0.8 1.5 -0.5 0.000
F -2.9224 2.2948 5.0434 -0.3 0.0 -1.2 0.000
F -2.5411 1.0450 3.1767 -0.5 2.0 0.5 0.000
S -0.3887 1.3584 4.7132 -1.0 -4.3 -1.2 0.000
O 0.4910 1.3000 3.5906 0.1 0.1 -1.5 0.000
O -0.0264 2.3365 5.6327 0.0 3.1 2.7 0.000
N -0.6581 -0.2583 5.3230 0.9 3.9 0.6 0.000
S 0.3765 -0.3346 6.5740 2.4 -2.6 -0.3 0.000
O 0.6815 -1.7504 6.8797 -1.5 2.6 0.3 0.000
O 1.6585 0.4237 6.4295 -2.6 -0.4 0.8 0.000
C -0.6648 0.4448 8.1460 0.6 -1.2 -0.9 0.000
F 0.1700 0.5432 9.2019 -0.2 0.0 -0.1 0.000
F -1.1599 1.6393 7.8800 0.0 0.5 0.1 0.000
F -1.7301 -0.3054 8.5231 0.9 0.2 -0.1 0.000
C 0.2262 5.6553 -5.9676 -1.3 0.1 0.4 0.000
C 1.6667 5.4118 -5.4879 -1.9 0.9 1.3 0.000
C 1.8983 4.8850 -3.9933 -0.9 0.1 -1.5 0.000
O 2.1807 4.6218 -6.4919 2.2 -1.1 -0.6 0.000
H 0.0826 6.3540 -6.7919 1.0 0.3 -0.2 0.000
H -0.5160 6.0514 -5.2746 0.2 -0.3 0.6 0.000
H -0.1749 4.7424 -6.4077 -0.2 -0.4 0.5 0.000
H 2.0985 6.4109 -5.4294 0.6 0.1 -0.5 0.000
H 1.0708 5.2466 -3.3830 0.1 0.4 0.1 0.000
H 2.8425 5.2807 -3.6190 -0.1 -0.2 0.0 0.000
H 1.8414 3.8032 -3.8723 0.3 -0.1 -0.3 0.000
H 1.5595 4.5058 -7.2146 0.0 0.2 0.3 0.000
C -2.9129 -1.5474 -4.5641 -1.2 0.8 -0.4 0.000
C -1.5698 -1.0998 -4.0825 -0.6 1.2 1.7 0.000
C -1.4622 0.3810 -3.6798 -0.5 1.2 -0.8 0.000
O -1.3930 -1.8567 -2.8706 0.2 -0.8 -1.5 -0.001
H -3.6654 -1.2090 -3.8518 -0.1 -0.7 0.4 0.000
H -2.9060 -2.6195 -4.7603 -0.2 0.0 0.4 0.000
H -3.2747 -1.0624 -5.4707 0.5 0.1 -0.4 0.000
H -0.9112 -1.2476 -4.9384 1.0 -0.5 0.4 0.000
H -2.1179 0.7619 -2.8968 -0.1 -1.0 0.6 0.000
H -1.7905 1.0644 -4.4629 0.2 -0.2 -0.8 0.000
H -0.4647 0.7205 -3.4012 0.1 -0.4 -0.1 0.000
H -0.7800 -1.4214 -2.2736 0.5 0.4 0.3 -0.001
C 4.0463 -4.2221 -1.8812 1.5 0.6 0.5 -0.002
O 2.8562 -4.9059 -1.7592 -1.5 -0.3 -3.2 0.057
C 2.2859 -5.1350 -3.1196 -1.5 -0.3 1.6 0.006
C 1.1337 -6.1000 -2.8214 2.1 0.4 -1.2 -0.019
N 0.3633 -5.7424 -1.6411 0.0 -1.3 -1.2 0.063
C -0.4923 -4.6191 -1.8027 -1.7 2.9 -0.7 -0.011
C -1.9501 -4.9764 -2.2890 -0.2 1.5 0.8 0.003
O -2.2877 -6.3036 -2.2737 0.8 -3.6 -1.5 -0.001
C -3.5304 -6.5701 -2.9664 0.8 0.2 2.3 0.000
H 4.3413 -3.9194 -0.8764 0.3 -0.2 -0.1 0.006
H 3.9522 -3.2995 -2.4539 -0.1 -0.1 -0.3 0.003
H 4.7045 -4.9542 -2.3492 0.8 0.5 0.0 0.000
H 2.9857 -5.6469 -3.7800 0.4 0.2 0.2 0.001
H 1.8687 -4.2756 -3.6445 0.7 0.8 0.7 0.001
H 1.8088 -6.9444 -2.6828 -1.2 -1.1 0.7 -0.001
H 0.6255 -6.2201 -3.7781 -0.6 -0.2 0.1 0.002
H -0.4463 -6.3408 -1.7224 0.6 -2.2 1.2 -0.004
H -0.0762 -3.8449 -2.4473 0.0 -0.2 -0.3 -0.007
H -0.7219 -4.0417 -0.9072 0.8 -0.5 0.6 0.012
H -2.1077 -4.5465 -3.2782 -0.4 0.3 0.1 -0.003
H -2.6299 -4.6700 -1.4940 -0.1 1.8 -0.5 0.002
H -3.8147 -7.6168 -2.8586 0.9 -0.3 -0.8 0.000
H -3.4614 -6.1455 -3.9679 -0.6 -0.2 0.0 0.000
H -4.2585 -6.1793 -2.2556 -0.7 1.0 -0.8 0.000
C 4.3078 -0.9185 5.4309 -1.1 -0.4 -0.3 0.000
O 3.1648 -1.5865 4.7742 2.8 0.0 -0.4 0.000
C 3.4934 -2.1567 3.4774 -1.7 2.2 -0.2 -0.001
C 3.7208 -1.0024 2.3689 0.6 -2.0 1.3 0.001
N 2.5346 -0.2687 1.8721 2.2 0.9 1.0 0.000
C 2.8909 0.9013 1.0483 1.7 0.2 -0.2 -0.001
C 3.8593 2.0345 1.6429 -1.5 -0.4 0.0 0.000
O 5.0731 1.6603 2.1768 1.6 -3.2 0.4 0.000
C 6.0477 2.6028 2.4205 -1.2 1.6 0.2 0.000
H 4.5041 0.1023 5.1028 -0.5 0.2 -0.4 0.000
H 5.2561 -1.4382 5.2937 0.0 -0.6 -0.1 0.000
H 4.0866 -0.8407 6.4954 -0.3 -0.2 -0.1 0.000
H 2.6393 -2.8081 3.2923 -0.3 0.4 -0.3 -0.001
H 4.3279 -2.8467 3.3523 0.8 0.2 0.9 0.001
H 4.2639 -1.5601 1.6060 -0.5 0.2 -0.8 0.000
H 4.4916 -0.3382 2.7597 -0.3 0.2 0.2 0.000
H 2.2081 0.2721 2.6601 -1.3 -0.9 1.1 0.000
H 1.9031 1.3430 0.9170 0.4 0.6 -0.6 0.000
H 3.3303 0.5284 0.1231 -0.2 0.3 -0.2 0.001
H 3.2843 2.4436 2.4735 -0.3 0.9 -0.2 0.000
H 4.1389 2.7122 0.8363 -0.9 0.5 -0.3 0.000
H 6.9719 2.1933 2.8282 -0.1 -0.4 -0.5 0.000
H 5.6816 3.3055 3.1690 0.0 0.2 0.5 0.000
H 6.1459 3.2453 1.5454 0.8 -0.1 -0.5 0.000
C -3.5626 -1.9790 -0.3730 -1.4 -0.1 0.6 0.000
O -4.1598 -1.6502 0.8689 0.6 0.5 1.0 0.000
C -4.0818 -2.6629 1.9050 -0.5 -0.2 0.0 0.000
C -4.4366 -2.2732 3.3230 1.5 2.8 0.2 0.000
N -3.4612 -1.2812 3.9613 -2.4 -2.2 1.2 0.000
C -4.0515 -0.9587 5.2932 2.4 0.4 -0.4 0.000
C -3.6525 -1.9650 6.4404 -1.9 -0.3 -2.0 0.000
O -2.3034 -2.2242 6.5621 -0.2 -0.6 1.7 -0.001
C -2.1201 -3.1251 7.6729 1.4 0.3 -0.4 0.000
H -3.5794 -1.0864 -0.9983 0.5 0.2 0.2 0.000
H -4.2752 -2.6346 -0.8736 0.1 -0.7 -0.4 0.000
H -2.5847 -2.4579 -0.3240 0.2 0.2 0.2 -0.002
H -3.1006 -3.1345 1.9587 0.1 -0.2 -0.3 0.000
H -4.9273 -3.3293 1.7345 0.2 -0.9 -0.8 0.000
H -4.6063 -3.1814 3.9012 1.2 -0.2 0.1 0.000
H -5.4459 -1.8687 3.3991 -0.6 0.7 -0.5 0.000
H -3.2449 -0.4772 3.3896 -0.6 -0.9 0.2 0.000
H -5.1096 -0.7851 5.0969 -0.7 -0.5 0.9 0.000
H -3.6858 -0.0077 5.6803 0.3 0.3 -0.4 0.000
H -4.1666 -2.8904 6.1807 -0.1 -0.6 0.0 0.000
H -4.1463 -1.6491 7.3593 0.1 0.5 0.5 0.000
H -2.7490 -4.0138 7.7251 -0.5 0.1 -0.6 0.000
H -2.1630 -2.6355 8.6458 -0.5 0.5 0.1 0.000
H -1.0906 -3.4813 7.6357 0.0 0.0 -0.5 0.000
C 2.5349 -0.4291 -4.6607 0.8 -0.5 -0.3 0.000
O 3.8568 0.0092 -4.2276 -1.2 -2.5 -1.1 0.000
C 3.7875 1.1560 -3.4854 -0.4 1.6 0.9 0.000
C 5.1265 1.6515 -2.9353 -0.4 1.6 0.4 0.000
N 5.5678 1.2115 -1.5958 0.1 -0.1 -0.7 0.000
C 5.4303 -0.2125 -1.4971 -0.2 -1.4 1.0 0.001
C 6.2614 -0.8995 -0.3639 -0.1 0.5 -1.5 0.000
O 7.6389 -0.8457 -0.7343 1.2 -0.3 -0.1 0.000
C 8.4749 -1.3084 0.3387 -1.2 0.7 0.7 0.000
H 1.9666 -1.0454 -3.9640 0.0 0.8 1.1 0.000
H 2.6085 -1.1782 -5.4492 0.8 0.3 -0.5 0.000
H 1.9443 0.3960 -5.0589 0.0 0.2 0.2 0.000
H 3.0150 1.1104 -2.7178 0.1 -0.4 0.7 0.000
H 3.3665 1.9364 -4.1193 0.3 0.5 -0.4 0.000
H 4.9688 2.7225 -2.8083 -0.2 0.3 0.0 0.000
H 5.9000 1.6662 -3.7032 0.2 -0.9 -0.2 0.000
H 6.5499 1.4289 -1.5040 0.2 0.2 0.0 0.000
H 5.6021 -0.7111 -2.4510 0.6 -0.3 -0.2 0.000
H 4.3675 -0.3870 -1.3297 -0.1 -0.4 0.3 0.000
H 6.0119 -1.9604 -0.3422 -0.5 -0.1 0.3 0.000
H 6.1168 -0.4227 0.6055 -0.2 0.1 0.1 0.000
H 9.5180 -1.5633 0.1515 -0.2 0.3 -1.0 0.000
H 8.0311 -2.1679 0.8411 -0.2 -0.3 -0.1 0.000
H 8.4576 -0.5119 1.0826 0.3 0.1 0.3 0.000
C -2.4240 7.0660 -2.4825 1.5 0.6 0.7 0.000
C -3.1817 5.8013 -2.0941 -1.9 0.6 0.2 0.000
C -3.9125 6.0154 -0.6918 1.1 0.1 0.5 0.000
C -5.0884 6.9930 -0.5845 1.4 -1.5 -1.3 0.000
C -6.1332 6.4831 -1.5463 0.6 1.6 -1.3 0.000
C -5.5844 6.3872 -3.1226 -2.4 -1.4 3.0 0.000
N -4.2730 5.7742 -3.1377 -0.8 -1.2 2.2 0.000
O -3.8338 5.3936 -4.3783 0.3 -0.2 -1.1 0.000
C -6.7249 5.4709 -3.7035 0.8 -0.5 -2.0 0.000
C -5.6494 7.7598 -3.7331 0.7 1.8 0.7 0.000
C -2.3254 4.4853 -2.1055 -1.0 -0.1 -0.1 0.000
H -3.1256 7.8714 -2.6998 0.2 -0.2 -0.5 0.000
H -1.6639 6.8895 -3.2436 -0.7 -0.1 -0.8 0.000
H -1.7610 7.5330 -1.7542 -0.1 -0.4 0.9 0.000
H -4.2405 5.0800 -0.2385 0.1 -0.3 -0.4 0.000
H -3.1858 6.4301 0.0068 0.6 -0.4 -0.1 0.000
H -4.7092 7.9630 -0.9059 -0.3 0.4 0.1 0.000
H -5.4081 7.0368 0.4566 -0.1 0.1 -0.1 0.000
H -6.8164 7.3316 -1.5109 -1.0 -0.5 -0.7 0.000
H -6.6237 5.5525 -1.2607 0.3 0.1 0.1 0.000
H -7.7725 5.7636 -3.6338 0.2 0.7 0.8 0.000
H -6.6177 5.4080 -4.7864 0.3 0.3 -0.4 0.000
H -6.7092 4.4042 -3.4801 0.4 0.1 0.9 0.000
H -4.6356 8.1275 -3.8910 0.0 -0.3 -1.1 0.000
H -6.3514 7.9934 -4.5336 0.3 -0.5 -0.3 0.000
H -5.8919 8.4869 -2.9581 -0.6 0.0 0.3 0.000
H -1.9524 4.2078 -3.0913 0.6 0.8 -0.1 0.000
H -2.8875 3.5693 -1.9236 -0.8 0.3 0.5 0.000
H -1.5615 4.4349 -1.3296 0.2 0.5 -0.2 0.000
H -4.0092 4.4504 -4.3427 0.1 -0.3 -0.6 0.000
```
Positions in Å, forces in eV/Å.

Output
total charge = -2
F_max = 0.10148 Eh/bohr
<S²> = 6.012
multiplicity = 5
gap between HOMO and LUMO (spin up / spin down) = 3.664 / 3.581 eV
LUMO energy (spin up / spin down) = 2.835 / 2.757 eV